(1)
ORCA calculation (ωB97M-V/def2-TZVPD) on a molecular structure, C47H61N8O2S2SbSi3Y at a distorted geometry.

The geometry in XYZ format:
```
125
Properties=species:S:1:pos:R:3:forces:R:3
Y 0.155522 0.981416 -0.041307 0.47 0.25 -0.71
C 1.992410 0.329472 -3.262976 0.11 0.11 -0.04
C 0.706982 0.818598 -3.944048 -0.10 -0.19 -0.15
C 0.431612 2.292347 -3.859336 0.16 -0.15 -0.10
C 0.869953 3.191777 -4.819777 -0.03 0.06 0.00
C 0.495993 4.523708 -4.713689 -0.01 -0.07 0.04
C -0.341666 4.896120 -3.678625 0.01 -0.06 0.02
C -0.716491 3.925062 -2.759444 -0.04 0.19 -0.01
N -0.311464 2.663090 -2.820046 -0.26 0.11 0.16
N 1.728363 -0.768612 -2.318889 0.13 0.03 0.09
C 1.193848 -1.919483 -3.058153 -0.02 -0.06 -0.08
C 0.739977 -3.043690 -2.165319 -0.03 -0.06 0.01
C 1.518414 -4.172315 -1.937217 0.01 0.01 -0.04
C 1.033706 -5.157491 -1.090643 -0.08 -0.04 0.04
C -0.209980 -4.983623 -0.507785 0.11 0.01 -0.07
C -0.921954 -3.829461 -0.806663 -0.14 -0.09 -0.01
N -0.463008 -2.885734 -1.616234 0.20 -0.05 -0.19
C 2.978272 -1.190951 -1.703432 0.09 -0.16 -0.11
C 3.581580 -0.241952 -0.715996 0.08 -0.12 -0.05
C 4.950542 -0.014745 -0.709886 -0.07 -0.05 -0.01
C 5.512027 0.692887 0.339052 -0.03 0.00 0.03
C 4.683672 1.149297 1.344944 -0.07 -0.03 -0.03
C 3.322008 0.921444 1.228284 0.16 0.07 0.12
N 2.773082 0.239970 0.225823 -0.22 0.13 -0.06
H 2.715905 -0.015575 -4.023554 0.00 0.01 0.04
H 2.471762 1.140589 -2.708001 -0.08 -0.04 -0.06
H 0.700290 0.514876 -4.994703 0.03 0.00 0.03
H -0.143207 0.341237 -3.450247 0.11 0.08 -0.07
H 1.487972 2.848111 -5.637633 0.04 -0.02 -0.05
H 0.843513 5.252601 -5.432938 0.01 0.03 -0.03
H -0.676197 5.914367 -3.552632 -0.02 0.08 0.00
H -1.362185 4.171787 -1.925025 -0.02 0.01 -0.03
H 0.331435 -1.594827 -3.636525 0.01 0.00 0.02
H 1.959019 -2.286551 -3.768255 -0.05 0.03 0.05
H 2.486255 -4.268533 -2.411911 0.03 -0.01 -0.02
H 1.620939 -6.044234 -0.886166 0.00 -0.01 0.00
H -0.626554 -5.718107 0.164176 -0.03 -0.08 0.06
H -1.899919 -3.643606 -0.378250 0.01 0.01 -0.08
H 2.780526 -2.110418 -1.143736 0.04 0.05 -0.04
H 3.731082 -1.439390 -2.474771 -0.07 0.04 0.03
H 5.558828 -0.403075 -1.514938 0.01 -0.01 -0.02
H 6.576441 0.881042 0.366845 0.04 0.01 0.00
H 5.059357 1.706670 2.188980 0.02 0.03 0.05
H 2.643605 1.303209 1.973315 -0.02 0.01 0.03
S -0.653557 3.488386 0.784991 -0.06 -0.24 -0.13
C 0.300680 4.673420 -0.063276 0.17 -0.20 0.01
C -0.259183 5.986513 -0.116155 0.10 0.02 -0.03
N -0.730222 7.033392 -0.193402 -0.11 0.17 0.01
C 1.482086 4.420612 -0.690593 -0.26 -0.01 0.15
S 2.220092 2.863680 -0.741463 -0.15 -0.10 0.10
C 2.165614 5.484210 -1.359459 0.06 0.06 -0.05
N 2.732520 6.313360 -1.921429 0.05 0.08 -0.05
C -1.025072 -2.667207 4.042682 -0.03 0.05 -0.03
Sb -1.535855 -1.811616 2.112254 -0.03 0.13 0.08
C 0.015631 -0.114555 2.205043 -0.21 -0.18 0.31
C 1.164678 -1.045522 2.283648 -0.23 0.05 -0.08
C 1.393378 -2.065943 1.327781 -0.02 -0.06 -0.05
C 2.464244 -2.920483 1.458034 0.07 -0.02 0.05
C 3.343571 -2.750751 2.521892 -0.01 -0.03 -0.05
C 3.074350 -1.717219 3.399790 0.15 -0.08 0.04
N 2.026492 -0.912111 3.307171 -0.01 0.11 0.09
Si 0.015583 1.049817 3.715690 -0.09 -0.13 -0.05
C 1.476533 2.250576 3.801527 -0.15 -0.05 -0.02
C 0.076945 0.236102 5.432579 0.14 0.19 -0.14
C -1.495898 2.178794 3.730850 0.07 -0.05 0.06
C -3.781268 -1.721508 2.507853 -0.08 -0.31 0.23
C -4.271251 -0.565047 1.700780 -0.03 -0.16 0.03
C -5.546714 -0.514107 1.131728 -0.04 0.04 -0.03
C -5.915291 0.584288 0.383562 0.02 0.06 -0.02
C -5.018085 1.632865 0.238994 0.01 0.01 0.01
C -3.791948 1.522623 0.871636 -0.07 0.16 -0.15
N -3.424450 0.456662 1.572880 0.14 0.03 -0.11
Si -4.393330 -1.429468 4.287609 0.03 -0.03 -0.04
C -6.245758 -1.055449 4.330253 0.13 -0.05 0.02
C -4.115435 -2.920387 5.429169 -0.03 0.15 -0.06
C -3.628600 0.078281 5.080955 -0.11 -0.14 -0.02
Si -4.420430 -3.425694 1.889621 0.04 0.08 0.10
C -3.192022 -4.825749 2.227886 -0.13 0.10 -0.08
C -6.018801 -4.000383 2.727466 0.16 -0.02 -0.14
C -4.821789 -3.505789 0.056155 -0.07 -0.04 0.19
H 0.022866 -2.467454 4.242658 0.15 0.02 0.01
H -1.175553 -3.742818 3.992335 -0.02 -0.12 -0.02
H -1.614712 -2.271040 4.860322 -0.05 0.06 0.11
H 0.749116 -2.157131 0.461230 -0.04 0.04 0.04
H 2.623219 -3.699168 0.720926 0.02 0.00 0.02
H 4.204522 -3.387104 2.663726 0.05 -0.04 0.00
H 3.737615 -1.528381 4.238349 0.05 0.00 0.04
H 2.418645 1.747032 4.000902 0.12 -0.08 0.03
H 1.273424 2.915999 4.641745 -0.04 0.10 0.10
H 1.563840 2.879035 2.916361 0.01 0.07 -0.11
H 1.066858 -0.174343 5.614943 0.09 -0.03 0.00
H -0.643731 -0.544708 5.624334 -0.21 -0.19 0.00
H -0.103237 1.032577 6.157097 -0.02 0.09 0.10
H -1.252566 3.142280 3.293414 0.03 0.08 -0.04
H -1.799281 2.354282 4.763417 -0.03 0.01 0.10
H -2.345980 1.765456 3.195921 -0.01 -0.03 -0.03
H -6.239122 -1.330616 1.275589 -0.04 -0.06 0.02
H -6.894036 0.624216 -0.078356 -0.02 0.01 -0.01
H -5.256897 2.515211 -0.337163 -0.01 0.02 -0.02
H -3.066419 2.327173 0.810147 -0.03 0.04 -0.01
H -6.879510 -1.879114 4.014440 -0.04 -0.05 -0.01
H -6.486669 -0.184921 3.725063 -0.02 0.13 -0.08
H -6.503838 -0.815416 5.363339 -0.02 0.02 0.11
H -5.067649 -3.342288 5.746973 -0.11 -0.02 0.03
H -3.586891 -2.597574 6.325334 0.06 0.05 0.09
H -3.528932 -3.716975 4.986424 0.08 -0.12 -0.11
H -4.042214 0.990525 4.658032 -0.05 0.11 -0.08
H -2.554690 0.130405 4.966221 0.20 -0.04 0.00
H -3.853465 0.070829 6.149037 -0.04 0.00 0.09
H -2.967831 -4.966217 3.279944 0.02 0.00 0.19
H -2.248553 -4.704491 1.699752 0.09 0.04 -0.04
H -3.658081 -5.744460 1.867649 -0.05 -0.09 -0.04
H -5.960513 -4.082958 3.807857 0.03 -0.01 0.14
H -6.236563 -4.993128 2.330723 -0.03 -0.12 -0.05
H -6.864526 -3.363996 2.479528 -0.10 0.08 -0.06
H -4.167348 -2.891939 -0.548999 0.23 0.13 -0.14
H -5.843621 -3.182661 -0.135862 -0.12 0.02 0.00
H -4.746440 -4.548643 -0.259372 0.02 -0.07 -0.05
C -2.725378 -0.882611 -3.089236 0.00 0.03 0.14
C -2.211270 -0.683367 -1.671721 -0.15 -0.20 -0.31
O -2.662372 -1.345276 -0.751738 -0.57 -0.08 0.29
O -1.270964 0.176344 -1.553156 0.65 0.49 0.67
H -3.778006 -1.154555 -3.071901 -0.04 -0.02 0.00
H -2.165502 -1.713851 -3.522107 0.02 -0.03 0.00
H -2.567712 0.004579 -3.698844 -0.01 0.05 0.00
```
Positions in Å, forces in eV/Å.

Energy above the lowest of the compared OMol25 structures with the same formula, charge and spin (kcal/mol): 2.7
Frontier orbital gap (eV): 6.8
Charge: -1
Spin multiplicity: 1
Highest occupied orbital energy (eV): -4.68
E (eV): -118637.2735

Mulliken atomic charge list, values in e, 99 entries: Y -0.1487; C -1.1985; C 0.6407; C -0.5045; C -0.7207; C -0.5757; C -0.9316; C -0.7404; N 0.4970; N 1.5522; C -0.6971; C -0.3912; C -0.4998; C -0.7671; C -0.8589; C -0.4640; N 0.3225; C -0.3863; C -0.2109; C -0.9561; C -1.0902; C -0.9568; C -0.5981; N 2.1007; H 0.4923; H 0.3162; H 0.5649; H -0.9319; H 0.4958; H 0.3867; H 0.4509; H 0.8248; H 0.6308; H 0.5003; H 0.3869; H 0.3778; H 0.4969; H 0.6595; H -0.4282; H 0.2918; H 0.5055; H 0.4268; H 0.5515; H 0.0681; S -0.2627; C -0.0860; C -0.0944; N -0.6636; C 0.9377; S -0.3011; C -0.2768; N -0.6540; C -1.1197; Sb -0.1867; C 1.1872; C 0.2100; C 1.3473; C -0.6659; C -0.9586; C -0.8576; N -0.1516; Si 1.1423; C -1.5060; C -1.5923; C -0.6456; C 3.0183; C -2.3371; C -0.4950; C -1.1047; C -1.1469; C -0.1503; N 0.9299; Si 0.8126; C -1.4287; C -1.4658; C -0.9583; Si 0.9863; C -1.0042; C -1.3046; C -1.0902; H 0.6084; H 0.4631; H 0.0283; H -0.8267; H 0.2271; H 0.3852; H 0.4019; H 0.1960; H 0.5000; H 0.2088; H 0.2468; H 0.3633; H 0.4212; H 0.4269; H 0.4873; H -0.3770; H 0.4635; H 0.4586; H 0.4972

(2)
ORCA calculation (ωB97M-V/def2-TZVPD) on a molecular structure, C47H61NO4S4W at a distorted geometry.

The geometry in XYZ format:
```
118
Properties=species:S:1:pos:R:3:forces:R:3
W 1.338769 -1.554803 -2.463887 0.34 -0.03 -1.70
C 0.685555 -4.821326 -0.051484 -0.05 0.02 0.09
O 0.482115 -3.446645 -0.376752 0.03 -0.14 0.08
C 0.038361 -2.690323 0.693087 -0.12 -0.08 -0.04
C -1.316064 -2.405632 0.779521 -0.04 0.05 0.03
C -2.283792 -2.892024 -0.272640 0.13 0.09 -0.10
C -2.639605 -1.909271 -1.383169 -0.26 -0.02 -0.09
C -3.976650 -1.868511 -1.773009 0.03 0.06 0.07
C -4.475947 -0.978101 -2.716909 0.00 -0.06 -0.03
C -3.584522 -0.041916 -3.223401 0.06 0.11 0.09
C -2.237675 -0.038122 -2.876723 -0.23 -0.04 -0.12
C -1.325239 1.046286 -3.393422 0.07 -0.03 0.04
C -0.606909 1.780782 -2.282403 -0.19 0.13 0.03
C -1.289104 2.645165 -1.427948 0.07 0.03 -0.02
C -0.632682 3.350226 -0.424340 -0.01 -0.02 -0.02
C 0.738407 3.134889 -0.259929 -0.05 0.01 0.03
C 1.450187 2.272864 -1.079798 -0.02 0.05 0.21
C 2.935124 2.062303 -0.925508 -0.03 -0.02 0.00
C 3.358910 0.976994 0.039975 0.28 0.04 0.13
C 4.433371 1.271602 0.885461 -0.14 0.07 -0.04
C 4.939188 0.370583 1.804243 0.00 -0.10 0.03
C 4.249302 -0.831903 1.939636 -0.10 0.02 0.08
C 3.176782 -1.172409 1.133970 0.28 0.11 0.12
C 2.439567 -2.458595 1.398700 -0.06 0.01 0.02
C 0.960063 -2.221540 1.604010 0.03 0.02 0.10
C 0.484459 -1.495392 2.694676 0.03 -0.01 -0.05
C -0.869453 -1.236027 2.866235 -0.08 -0.05 -0.04
C -1.751819 -1.683081 1.877802 0.05 0.06 0.02
C -1.425822 -0.551767 4.115159 0.03 -0.02 -0.05
C -2.247499 -1.578715 4.906891 -0.01 -0.01 0.01
C -2.328998 0.621867 3.727040 -0.02 0.03 0.02
C -0.314563 -0.017288 5.016720 0.02 0.03 0.07
C 2.801527 -0.297582 0.105824 -0.35 -0.11 -0.55
O 1.863972 -0.721792 -0.792743 0.00 -0.14 0.68
C 6.173558 0.643204 2.660394 -0.09 0.01 -0.03
C 5.753663 0.819507 4.125091 -0.01 0.01 0.03
C 7.137383 -0.546177 2.550106 0.05 -0.01 -0.01
C 6.909553 1.902184 2.205806 0.04 0.05 0.04
C 0.747089 1.634576 -2.082498 0.15 -0.15 -0.15
O 1.465121 0.794600 -2.936713 -0.08 0.07 0.05
C 1.950323 1.444040 -4.132469 0.02 0.09 0.17
C -1.343559 4.394219 0.439666 0.02 -0.05 -0.06
C -0.770921 5.777020 0.102449 0.03 0.04 -0.01
C -2.850734 4.418568 0.189319 -0.05 0.00 0.01
C -1.111319 4.102100 1.923609 0.03 0.02 0.07
C -1.752967 -1.037111 -2.031204 0.51 -0.20 0.13
O -0.415825 -1.111256 -1.801816 -0.47 0.29 0.26
C -5.934439 -1.070214 -3.164176 0.05 0.03 0.07
C -6.318856 0.074729 -4.099377 -0.05 0.04 -0.03
C -6.134853 -2.395082 -3.911036 0.00 -0.04 -0.01
C -6.867917 -1.030532 -1.947638 -0.03 0.04 0.02
H 1.211817 -4.920533 0.898973 0.00 -0.01 -0.01
H 1.294000 -5.267054 -0.835681 -0.01 0.03 -0.02
H -0.278561 -5.335572 0.019408 0.02 -0.02 0.03
H -3.221368 -3.132416 0.230309 -0.01 -0.05 -0.03
H -1.925180 -3.836622 -0.693028 0.03 0.01 0.00
H -4.653019 -2.565346 -1.290514 -0.01 -0.02 -0.02
H -3.926751 0.734463 -3.895376 -0.01 -0.02 -0.03
H -1.923891 1.762800 -3.959068 -0.03 -0.02 -0.01
H -0.601277 0.613823 -4.083568 0.01 0.04 0.01
H -2.352886 2.771800 -1.579331 -0.02 0.00 -0.02
H 1.278258 3.665449 0.516554 0.01 0.00 -0.01
H 3.361910 2.997337 -0.558246 0.03 -0.01 -0.04
H 3.392918 1.869738 -1.898077 -0.04 -0.02 -0.01
H 4.876544 2.255235 0.793348 0.04 -0.02 -0.03
H 4.545898 -1.544258 2.701531 0.03 0.01 0.01
H 2.853285 -2.901991 2.307288 0.04 -0.02 -0.04
H 2.616390 -3.159769 0.583627 -0.06 0.02 -0.03
H 1.208127 -1.130901 3.412770 0.01 0.00 0.00
H -2.812615 -1.477598 1.967010 -0.01 -0.01 0.01
H -3.107256 -1.925413 4.331637 -0.01 0.00 -0.01
H -2.615457 -1.133282 5.833725 -0.02 0.00 0.01
H -1.641146 -2.449591 5.161528 0.02 0.00 0.01
H -3.130913 0.322976 3.052654 -0.02 -0.01 0.01
H -1.748649 1.398918 3.233347 0.03 0.01 -0.04
H -2.786605 1.054333 4.619598 0.01 0.01 0.01
H 0.299789 -0.819837 5.428597 -0.01 -0.02 -0.01
H -0.759054 0.521443 5.855691 0.01 -0.01 0.01
H 0.341107 0.674604 4.484644 -0.02 0.02 -0.02
H 5.229661 -0.063630 4.493952 0.00 -0.01 0.00
H 5.086608 1.676138 4.239142 0.00 0.01 -0.02
H 6.629387 0.981768 4.757871 0.01 0.00 0.00
H 6.725838 -1.442931 3.013648 -0.01 -0.01 0.00
H 8.077624 -0.312276 3.054352 -0.01 -0.02 0.03
H 7.355065 -0.782297 1.507345 0.00 0.04 -0.02
H 6.302701 2.799497 2.340881 0.00 0.00 0.01
H 7.203460 1.843532 1.156562 0.00 -0.04 -0.01
H 7.815504 2.024436 2.802334 0.00 0.03 0.00
H 1.620488 2.481000 -4.105326 0.04 -0.01 -0.03
H 1.553623 0.940615 -5.009642 -0.03 0.01 0.00
H 3.038249 1.391368 -4.143712 -0.01 0.01 -0.02
H -0.911897 6.011766 -0.954200 -0.01 -0.02 -0.01
H 0.297582 5.825543 0.317182 0.00 0.00 0.00
H -1.270477 6.548326 0.692633 0.00 0.00 0.02
H -3.090889 4.720346 -0.831640 0.02 0.00 -0.01
H -3.318871 5.138476 0.862865 0.01 0.01 0.00
H -3.306175 3.443648 0.374516 0.01 -0.01 0.02
H -0.051486 4.090990 2.179291 0.00 0.01 0.00
H -1.531746 3.135563 2.194029 -0.02 -0.04 -0.01
H -1.595357 4.865304 2.536848 0.00 0.01 0.00
H -5.727030 0.071022 -5.016105 0.01 -0.03 0.00
H -6.198015 1.047773 -3.619469 0.00 0.00 0.02
H -7.367256 -0.028382 -4.384732 0.00 0.01 0.00
H -5.484629 -2.449437 -4.786106 0.01 0.01 0.00
H -7.169704 -2.489579 -4.247190 -0.01 0.00 0.00
H -5.907337 -3.247999 -3.269867 0.00 0.00 0.01
H -6.729943 -0.107851 -1.381059 0.00 0.01 -0.01
H -6.697166 -1.867499 -1.270761 0.02 -0.02 0.00
H -7.909170 -1.079107 -2.273298 -0.01 0.00 0.00
S 5.739881 -2.870905 -1.645727 -0.07 0.05 -0.10
C 4.289282 -2.416930 -2.222235 0.28 -0.01 -0.09
S 3.786564 -0.937218 -2.920617 0.11 0.20 0.21
S 2.868808 -3.428423 -2.269451 -0.11 -0.21 0.49
S 1.127553 -1.480801 -4.627239 0.05 0.14 0.00
N 0.130348 -3.425775 -2.942003 0.11 -0.19 -0.14
H -0.557036 -3.685888 -2.243890 0.10 0.09 0.13
H 0.757699 -4.204250 -3.128171 -0.16 -0.11 0.06
H -0.311769 -3.193836 -3.824758 -0.19 -0.07 0.15
```
Positions in Å, forces in eV/Å.

Energy above the lowest of the compared OMol25 structures with the same formula, charge and spin (kcal/mol): 0.0
Frontier orbital gap (eV): 6.9
Spin multiplicity: 1
Highest occupied orbital energy (eV): -7.68
E (eV): -104579.9231

Mulliken atomic charge list, values in e, 99 entries: W 2.6463; C -1.2660; O 0.1661; C -0.0135; C -0.6134; C -1.0785; C -0.0505; C -0.5354; C -0.0597; C -0.3946; C -0.0753; C -0.6121; C -0.4248; C -0.1215; C 0.0458; C -0.6343; C -0.3952; C -1.2249; C -0.0260; C -0.2286; C -0.0328; C -0.5269; C -0.2435; C -0.4440; C -0.2242; C -0.3722; C 0.1670; C -0.3691; C 2.3636; C -1.8085; C -1.7267; C -2.2374; C -0.3206; O -0.0335; C 1.9905; C -1.6771; C -1.7191; C -2.0612; C 0.4054; O -0.5178; C -1.3091; C 2.2924; C -1.7630; C -2.2062; C -1.4041; C -0.3980; O 0.0849; C 2.0446; C -2.0778; C -1.6483; C -1.6897; H 0.3233; H 0.3899; H 0.2854; H 0.5111; H 0.4848; H 0.5058; H 0.5510; H 0.7092; H -0.0655; H 0.6529; H 0.5920; H 0.5772; H 0.3655; H 0.4627; H 0.4187; H 0.5109; H 0.0138; H 0.6747; H 0.5916; H 0.3283; H 0.4807; H 0.3629; H 0.3439; H 0.2147; H 0.5124; H 0.3826; H 0.4720; H 0.4098; H 0.3390; H 0.3363; H 0.4467; H 0.3512; H 0.4783; H 0.3529; H 0.3646; H 0.4268; H 0.4483; H 0.3772; H 0.3971; H 0.3850; H 0.3561; H 0.3390; H 0.4662; H 0.3910; H 0.4586; H 0.4120; H 0.3412; H 0.1051

Question: Among the records above, which one has the highest highest occupied orbital energy?
Answer: C47H61N8O2S2SbSi3Y